[1]
This record from the OMol25 dataset describes a structure of composition C38H28AsBr2LaN4OS3Sb at a distorted geometry. The level of theory is ωB97M-V/def2-TZVPD.

**Highest occupied orbital energy (alpha / beta)**: -6.906 / -7.488 eV
**M**: 1148.3 g mol⁻¹
**LUMO energy (alpha / beta)**: -4.491 / -4.641 eV
**Maximum force**: 3.33 eV/Å
**Calculated total energy**: -288692.214 eV
**<S²>**: 0.81
**2S+1**: 2

Positions of all 79 atoms, in Å:
La -1.962 -1.828 3.044
S -3.067 -6.570 1.358
Sb -4.160 -4.630 2.437
S -3.131 -3.812 4.579
S -4.135 -2.305 1.394
C 2.835 0.124 6.520
C 1.548 -0.433 6.802
C 0.788 -0.991 5.795
C 1.281 -1.119 4.490
C 2.565 -0.556 4.199
C 3.281 0.141 5.182
N 0.577 -1.894 3.586
N 1.101 -1.938 2.350
C 0.749 -2.945 1.604
C 1.641 -3.226 0.460
C 1.482 -4.316 -0.280
C 0.437 -5.160 0.042
C -0.490 -4.831 0.994
N -0.329 -3.772 1.859
H 3.472 0.556 7.296
H 1.199 -0.468 7.823
H -0.163 -1.462 5.927
H 2.949 -0.802 3.210
H 4.149 0.653 4.981
H 2.373 -2.447 0.114
H 2.016 -4.367 -1.254
H 0.306 -6.110 -0.398
H -1.410 -5.410 1.225
Br -4.464 1.789 6.033
C -2.895 2.155 5.100
C -2.346 3.471 5.188
C -1.171 3.854 4.534
Br -0.444 5.509 5.020
C -0.485 2.884 3.687
C 0.393 3.273 2.631
C 0.566 2.421 1.482
C -0.043 1.172 1.508
N -0.736 0.726 2.527
C -1.040 1.513 3.580
C -2.147 1.111 4.445
O -2.449 -0.151 4.648
H -2.807 4.263 5.796
H 0.976 4.212 2.671
H 1.292 2.727 0.660
H 0.095 0.487 0.697
C -3.310 3.696 -4.404
C -3.155 2.475 -5.053
C -2.101 1.594 -4.736
C -1.192 1.916 -3.748
C -1.435 3.059 -3.034
C -2.416 3.998 -3.351
As 0.049 0.601 -2.943
C -0.267 -0.828 -4.212
C -1.035 -1.884 -3.725
C -1.500 -2.845 -4.641
C -1.206 -2.708 -6.000
C -0.400 -1.660 -6.424
C 0.177 -0.800 -5.509
C 1.826 1.149 -3.596
C 2.202 2.499 -3.435
C 3.603 2.844 -3.482
C 4.514 1.847 -3.732
C 4.107 0.490 -3.817
C 2.786 0.154 -3.862
H -4.244 4.253 -4.531
H -3.884 2.245 -5.842
H -1.997 0.661 -5.263
H -0.948 3.225 -2.067
H -2.434 4.967 -2.845
H -1.260 -1.912 -2.649
H -2.077 -3.707 -4.260
H -1.621 -3.451 -6.686
H -0.056 -1.515 -7.424
H 0.876 -0.013 -5.824
H 1.430 3.262 -3.160
H 3.891 3.919 -3.303
H 5.542 2.139 -3.987
H 4.874 -0.287 -3.902
H 2.462 -0.881 -4.100

[2]
This record from the OMol25 dataset describes a structure of composition C38H28N5NaO12S. The level of theory is ωB97M-V/def2-TZVPD.

**Highest occupied orbital energy**: -2.471 eV
**M**: 801.7 g mol⁻¹
**LUMO energy**: 3.616 eV
**Maximum force**: 0.63 eV/Å
**Net charge**: -2
**Calculated total energy**: -87131.831 eV
**ΔE to the lowest compared entry with this formula, charge and spin**: 0.0 kJ/mol
**2S+1**: 1

Positions of all 85 atoms, in Å:
Na -1.408 -0.133 1.035
O 0.875 -1.066 -2.994
C -0.408 -0.775 -2.643
O -0.905 0.289 -2.860
C -1.092 -2.006 -2.098
C -1.048 -3.161 -2.869
C -1.693 -4.293 -2.393
C -2.311 -4.222 -1.158
C -2.287 -3.014 -0.462
N -1.702 -1.916 -0.922
C -3.032 -2.993 0.863
O -2.484 -3.765 1.792
O -4.088 -2.427 0.982
H 1.255 -0.228 -3.302
H -0.517 -3.157 -3.810
H -1.700 -5.211 -2.967
H -2.808 -5.076 -0.716
H -1.462 -3.684 1.681
C 0.707 -4.392 0.540
N 0.033 -3.459 1.436
C 0.710 -2.900 2.388
C 0.219 -1.895 3.258
C 0.873 -1.423 4.417
C 0.020 -0.472 4.966
C -1.084 -0.398 4.091
N -0.982 -1.254 3.071
C 2.126 -4.043 0.137
C 2.456 -2.749 -0.277
C 3.757 -2.452 -0.653
C 4.745 -3.431 -0.636
C 4.423 -4.716 -0.232
C 3.121 -5.012 0.157
H 0.103 -4.452 -0.371
H 0.702 -5.406 0.963
H 1.763 -3.160 2.549
H 1.833 -1.759 4.788
H 0.176 0.127 5.852
H -1.908 0.301 4.148
H 1.698 -1.970 -0.284
H 4.013 -1.444 -0.950
H 5.760 -3.186 -0.925
H 5.185 -5.486 -0.204
H 2.875 -6.014 0.492
O -2.309 3.519 2.845
C -2.104 2.791 1.862
O -1.172 1.941 1.738
C -3.066 2.965 0.670
C -3.799 4.117 0.647
C -4.710 4.398 -0.389
C -4.919 3.484 -1.407
C -4.226 2.299 -1.382
C -3.218 1.957 -0.385
O -2.537 0.924 -0.453
N -4.512 1.377 -2.475
O -4.383 0.184 -2.292
O -4.838 1.855 -3.565
N -5.441 5.629 -0.400
O -6.260 5.832 -1.299
O -5.234 6.451 0.489
H -3.664 4.810 1.464
H -5.616 3.690 -2.203
O 0.461 0.302 -0.122
S 0.443 1.779 -0.366
C 1.489 2.468 0.922
C 1.942 3.773 0.825
C 2.684 4.311 1.867
C 2.955 3.543 2.991
C 2.482 2.241 3.077
C 1.739 1.693 2.041
C 1.633 1.988 -1.699
C 2.705 1.118 -1.814
C 3.586 1.256 -2.876
C 3.393 2.266 -3.814
C 2.312 3.127 -3.695
C 1.420 2.983 -2.638
H 1.713 4.372 -0.049
H 3.035 5.334 1.803
H 3.521 3.969 3.812
H 2.654 1.648 3.966
H 1.328 0.694 2.120
H 2.808 0.324 -1.085
H 4.424 0.575 -2.971
H 4.082 2.371 -4.644
H 2.146 3.898 -4.438
H 0.545 3.619 -2.559

[3]
This record from the OMol25 dataset describes a structure of composition C38H29CaN5O7S2Se at a distorted geometry. The level of theory is ωB97M-V/def2-TZVPD.

**Highest occupied orbital energy**: -1.285 eV
**M**: 850.9 g mol⁻¹
**LUMO energy**: 3.687 eV
**Maximum force**: 2.20 eV/Å
**Net charge**: -2
**Calculated total energy**: -167122.817 eV
**ΔE to the lowest compared entry with this formula, charge and spin**: 119.7 kJ/mol
**2S+1**: 1

Positions of all 83 atoms, in Å:
Ca -0.109 -1.131 -0.651
O 5.974 -4.055 0.076
C 6.164 -3.333 1.203
O 7.077 -3.586 1.942
C 5.160 -2.245 1.409
C 4.696 -1.525 0.329
C 3.713 -0.566 0.500
C 3.195 -0.328 1.747
C 3.646 -1.062 2.845
C 4.645 -2.005 2.679
N 2.115 0.610 1.787
C 1.761 1.156 2.852
C 0.540 2.029 2.951
C 0.152 2.488 4.196
C -1.016 3.230 4.306
C -1.742 3.491 3.160
C -1.248 3.019 1.948
N -0.127 2.311 1.838
H 5.102 -3.834 -0.300
H 5.089 -1.704 -0.664
H 3.307 -0.023 -0.345
H 3.171 -0.947 3.813
H 4.980 -2.614 3.512
H 2.309 1.022 3.793
H 0.754 2.257 5.067
H -1.353 3.589 5.270
H -2.665 4.055 3.193
H -1.772 3.216 1.018
C -0.559 3.468 -2.725
C -1.806 3.269 -3.303
C -2.674 2.351 -2.746
C -2.270 1.657 -1.611
N -1.083 1.851 -1.043
C -0.243 2.729 -1.600
C -3.142 0.642 -0.916
C -4.499 0.549 -1.154
C -5.232 -0.402 -0.460
C -4.596 -1.189 0.478
C -3.232 -1.021 0.677
N -2.512 -0.133 -0.024
H 0.154 4.166 -3.148
H -2.089 3.815 -4.195
H -3.626 2.140 -3.213
H 0.717 2.838 -1.100
H -4.983 1.202 -1.867
H -6.289 -0.529 -0.661
H -5.129 -1.947 1.035
H -2.681 -1.614 1.405
O -1.294 -2.665 2.605
C -0.221 -2.560 2.000
O 0.159 -1.517 1.343
C 0.761 -3.722 2.063
C 0.625 -4.546 3.185
C 1.418 -5.660 3.394
C 2.390 -5.964 2.441
C 2.544 -5.167 1.324
C 1.747 -4.021 1.070
S 2.061 -3.145 -0.424
H -0.148 -4.279 3.895
H 1.276 -6.286 4.267
H 3.027 -6.834 2.568
H 3.298 -5.418 0.586
C 2.296 3.307 -7.687
C 1.820 2.416 -6.566
C 2.722 1.850 -5.665
C 2.291 0.997 -4.659
C 0.941 0.688 -4.553
C 0.027 1.247 -5.436
C 0.467 2.116 -6.425
S 0.406 -0.504 -3.364
O 0.801 -1.766 -3.922
O -1.028 -0.330 -3.153
O 1.167 -0.137 -2.134
H 3.381 3.271 -7.782
H 2.005 4.349 -7.524
H 1.864 2.996 -8.642
H 3.781 2.071 -5.763
H 2.993 0.558 -3.958
H -1.024 0.987 -5.339
H -0.253 2.569 -7.101
Se -4.060 -4.355 -1.822
C -2.507 -3.464 -1.445
N -1.524 -2.892 -1.189

[4]
This record from the OMol25 dataset describes a structure of composition C38H29Cl2IMoN8O4. The level of theory is ωB97M-V/def2-TZVPD.

**Highest occupied orbital energy (alpha / beta)**: -6.885 / -6.882 eV
**M**: 955.5 g mol⁻¹
**LUMO energy (alpha / beta)**: -1.012 / -1.199 eV
**Maximum force**: 0.22 eV/Å
**Calculated total energy**: -94993.429 eV
**<S²>**: 2.02
**ΔE to the lowest compared entry with this formula, charge and spin**: 0.0 kJ/mol
**2S+1**: 3

Positions of all 83 atoms, in Å:
Mo -0.982 -0.232 -0.187
Cl -4.725 -6.127 -0.227
C -3.686 -4.840 -0.733
C -3.695 -3.657 -0.013
C -2.872 -2.607 -0.394
N -2.726 -1.385 0.309
C -3.724 -1.003 1.142
O -4.866 -1.439 1.151
C -3.427 0.053 2.193
C -4.484 0.715 2.774
C -4.251 1.680 3.745
C -2.949 1.967 4.104
C -1.917 1.272 3.503
N -2.166 0.324 2.587
C -2.033 -2.746 -1.500
C -2.028 -3.934 -2.222
C -2.857 -4.976 -1.837
Cl -2.823 -6.439 -2.760
N -1.254 -1.601 -1.757
C -0.556 -1.472 -2.917
O -0.408 -2.290 -3.807
C 0.018 -0.097 -3.077
C 0.708 0.260 -4.222
C 1.145 1.564 -4.348
C 0.876 2.465 -3.324
C 0.207 2.021 -2.204
N -0.218 0.757 -2.081
H -4.353 -3.567 0.835
H -5.477 0.443 2.447
H -5.080 2.196 4.212
H -2.706 2.702 4.858
H -0.879 1.423 3.772
H -1.385 -4.054 -3.075
H 0.874 -0.496 -4.976
H 1.691 1.879 -5.227
H 1.199 3.494 -3.382
H 0.021 2.682 -1.368
C -2.961 4.890 0.827
N -2.949 3.537 0.293
C -3.960 2.921 -0.411
C -3.524 1.665 -0.685
N -2.267 1.507 -0.140
C -1.950 2.659 0.433
H -3.707 4.977 1.615
H -3.187 5.600 0.035
H -1.980 5.112 1.237
H -4.881 3.423 -0.647
H -4.019 0.862 -1.205
H -1.008 2.884 0.921
O 1.230 3.073 0.877
C 1.616 1.943 0.647
N 2.915 1.511 0.556
C 3.015 0.073 0.294
C 1.528 -0.253 0.290
O 0.939 -1.341 0.083
N 0.790 0.848 0.406
C 3.496 -0.218 -1.133
C 3.440 -1.527 -1.611
C 3.827 -1.811 -2.909
C 4.290 -0.796 -3.739
C 4.357 0.502 -3.263
C 3.951 0.795 -1.965
C 3.789 -0.653 1.381
C 5.092 -1.085 1.171
C 5.799 -1.674 2.210
C 5.210 -1.830 3.456
C 3.908 -1.395 3.670
C 3.202 -0.808 2.634
H 3.637 1.996 1.063
H 3.083 -2.319 -0.964
H 3.768 -2.828 -3.275
H 4.601 -1.022 -4.751
H 4.725 1.298 -3.900
H 3.989 1.812 -1.599
H 5.551 -0.972 0.197
H 6.813 -2.014 2.044
H 5.765 -2.292 4.263
H 3.422 -1.496 4.633
H 2.191 -0.468 2.842
I 0.525 -0.189 5.394
C -1.032 -0.389 1.988
H -1.104 -1.442 2.262
H -0.146 0.000 2.476

[5]
This record from the OMol25 dataset describes a structure of composition C38H29Cl2N10O2RuS2. The level of theory is ωB97M-V/def2-TZVPD.

**Highest occupied orbital energy (alpha / beta)**: -6.587 / -7.323 eV
**M**: 893.8 g mol⁻¹
**LUMO energy (alpha / beta)**: -0.351 / -2.142 eV
**Maximum force**: 0.72 eV/Å
**Calculated total energy**: -108169.386 eV
**<S²>**: 8.82
**2S+1**: 6

Positions of all 84 atoms, in Å:
Ru 0.092 0.732 0.061
Cl -2.094 -0.518 -6.626
C -1.161 0.002 -5.266
C -1.784 0.177 -4.067
C -1.031 0.565 -2.928
N -1.494 0.842 -1.712
C -2.823 0.766 -1.347
O -3.736 0.253 -1.962
C -3.094 1.500 -0.054
C -4.368 1.489 0.489
C -4.626 2.287 1.588
C -3.604 3.080 2.091
C -2.352 2.986 1.509
N -2.085 2.201 0.466
C 0.392 0.748 -3.054
C 0.993 0.614 -4.315
C 0.230 0.240 -5.397
Cl 1.012 0.047 -6.922
N 1.012 1.064 -1.885
C 2.280 1.551 -1.817
O 3.153 1.556 -2.665
C 2.514 2.264 -0.508
C 3.673 2.986 -0.312
C 3.838 3.686 0.868
C 2.811 3.656 1.797
C 1.675 2.920 1.519
N 1.525 2.213 0.394
H -2.844 0.017 -3.973
H -5.121 0.859 0.034
H -5.607 2.295 2.050
H -3.771 3.749 2.926
H -1.520 3.566 1.896
H 2.051 0.781 -4.428
H 4.412 2.972 -1.102
H 4.742 4.252 1.059
H 2.879 4.194 2.734
H 0.852 2.879 2.217
S -0.166 0.439 2.440
C -1.707 -0.418 2.233
N -2.719 -0.354 3.155
N -2.488 0.436 4.169
C -3.458 0.677 5.140
C -4.650 -0.046 5.167
C -5.592 0.236 6.144
C -5.362 1.229 7.091
C -4.171 1.945 7.054
C -3.221 1.673 6.085
N -1.945 -1.113 1.165
N -0.994 -1.061 0.180
C -0.859 -2.275 -0.500
C -0.142 -2.325 -1.701
C 0.034 -3.524 -2.371
C -0.505 -4.698 -1.868
C -1.236 -4.659 -0.683
C -1.414 -3.468 -0.002
H -1.611 0.947 4.188
H -4.812 -0.814 4.422
H -6.516 -0.329 6.170
H -6.103 1.442 7.853
H -3.984 2.723 7.785
H -2.291 2.234 6.050
H 0.285 -1.422 -2.100
H 0.611 -3.538 -3.289
H -0.358 -5.636 -2.391
H -1.669 -5.567 -0.283
H -1.980 -3.433 0.916
N 4.357 -0.166 1.096
C 3.878 -0.941 0.091
S 2.268 -1.403 0.085
N 4.814 -1.315 -0.810
C 4.702 -1.979 -2.065
C 5.884 -2.504 -2.578
C 5.894 -3.147 -3.805
C 4.721 -3.270 -4.537
C 3.547 -2.734 -4.028
C 3.527 -2.091 -2.798
H 3.726 0.027 1.854
H 5.337 0.027 1.219
H 5.761 -1.060 -0.587
H 6.807 -2.407 -2.013
H 6.823 -3.553 -4.186
H 4.725 -3.776 -5.495
H 2.627 -2.804 -4.599
H 2.606 -1.674 -2.420

[6]
This record from the OMol25 dataset describes a structure of composition C38H30CuN3O4Sb at a distorted geometry. The level of theory is ωB97M-V/def2-TZVPD.

**Highest occupied orbital energy (alpha / beta)**: -6.779 / -6.769 eV
**M**: 778.0 g mol⁻¹
**LUMO energy (alpha / beta)**: -1.580 / -1.689 eV
**Maximum force**: 4.89 eV/Å
**Calculated total energy**: -103726.691 eV
**<S²>**: 0.75
**ΔE to the lowest compared entry with this formula, charge and spin**: 365.9 kJ/mol
**2S+1**: 2

Positions of all 77 atoms, in Å:
Cu -0.755 0.940 -2.404
O 3.550 1.474 -2.367
C 3.630 2.750 -2.078
C 4.891 3.400 -1.908
C 5.010 4.614 -1.360
C 3.864 5.347 -1.137
C 2.619 4.862 -1.434
C 2.454 3.534 -1.847
C 1.170 2.876 -1.912
O 1.070 1.636 -2.260
N 0.067 3.638 -1.505
N -0.898 2.767 -1.573
C -2.201 3.038 -1.369
C -3.149 2.310 -2.102
C -4.542 2.551 -2.067
C -5.371 1.924 -2.952
C -4.854 0.884 -3.759
C -3.527 0.559 -3.544
N -2.682 1.255 -2.768
H 2.583 1.336 -2.371
H 5.798 2.913 -2.312
H 6.006 5.025 -1.234
H 3.899 6.312 -0.621
H 1.810 5.564 -1.309
H -2.483 3.985 -0.846
H -4.837 3.286 -1.334
H -6.470 2.116 -2.979
H -5.430 0.385 -4.589
H -3.027 -0.345 -3.897
C -1.617 3.457 4.151
C -2.477 2.399 3.874
C -2.025 1.348 3.094
C -0.724 1.337 2.497
C 0.138 2.398 2.748
C -0.366 3.478 3.493
Sb 0.081 -0.336 1.302
C -0.930 -1.974 2.335
C -1.692 -2.819 1.609
C -2.470 -3.837 2.252
C -2.445 -3.982 3.617
C -1.733 -2.979 4.364
C -0.863 -2.095 3.750
C 1.984 -1.056 2.043
C 2.689 -0.404 3.095
C 3.913 -0.869 3.474
C 4.495 -2.011 2.810
C 3.675 -2.724 1.919
C 2.448 -2.236 1.511
H -2.005 4.286 4.757
H -3.503 2.387 4.175
H -2.723 0.517 3.050
H 1.167 2.424 2.338
H 0.356 4.269 3.613
H -1.898 -2.723 0.537
H -2.986 -4.615 1.682
H -2.874 -4.872 4.092
H -1.896 -2.931 5.416
H -0.266 -1.411 4.373
H 2.273 0.474 3.488
H 4.432 -0.279 4.240
H 5.458 -2.387 3.149
H 4.041 -3.701 1.528
H 1.893 -2.714 0.724
O 0.471 -1.788 -0.722
C -0.033 -1.943 -1.863
O -0.578 -1.027 -2.542
C -0.130 -3.255 -2.401
C 0.434 -4.338 -1.760
C 0.444 -5.608 -2.372
C -0.123 -5.791 -3.656
C -0.639 -4.702 -4.305
C -0.790 -3.494 -3.621
H 0.927 -4.197 -0.796
H 0.993 -6.421 -1.851
H -0.187 -6.819 -4.040
H -1.162 -4.706 -5.282
H -1.373 -2.661 -4.053